No. 1
Here is one molecule with the formula C5H4F4N2 at a distorted geometry from the Open Molecules 2025 dataset. Energies are from ωB97M-V/def2-TZVPD.

Output
- ΔE to the lowest compared entry with this formula, charge and spin (kcal per mole) = 0.0
- HOMO-LUMO gap (eV) = 10.75
- LUMO (eV) = 0.86
- SMILES = F[C@@H](c1cc[nH]n1)C(F)(F)F

The geometry in ORCA input format:
```
! wB97M-V def2-TZVPD RIJCOSX def2/J DEFGRID3
* xyz 0 1
F -1.50 1.98 -0.21
C -1.29 0.72 -0.64
C 0.37 0.20 -0.20
C 0.99 0.03 1.03
C 2.28 -0.31 0.68
N 2.34 -0.31 -0.67
N 1.17 0.00 -1.22
C -2.23 -0.26 0.07
F -1.96 -1.52 -0.32
F -2.11 -0.23 1.40
F -3.52 -0.04 -0.22
H -1.37 0.65 -1.72
H 0.57 0.13 2.01
H 3.14 -0.53 1.28
H 3.12 -0.52 -1.27
*
```

No. 2
Here is a 10-piece molecular cluster, C5H29NO11 overall at a distorted geometry from the Open Molecules 2025 dataset. Energies are from ωB97M-V/def2-TZVPD.

Output
- ΔE to the lowest compared entry with this formula, charge and spin (kcal per mole) = 112.7
- HOMO-LUMO gap (eV) = 9.54
- LUMO (eV) = -0.14
- SMILES = CCCC(=O)NCO.O.O.O.O.O.O.O.O.O

The geometry in ORCA input format:
```
! wB97M-V def2-TZVPD RIJCOSX def2/J DEFGRID3
* xyz 0 1
C 0.01 -0.54 -3.49
C 0.88 -0.84 -2.30
C 2.28 -0.16 -2.23
C 3.02 -0.89 -1.12
O 3.26 -2.06 -1.31
N 3.39 -0.36 0.13
C 3.04 1.03 0.31
O 1.63 1.11 0.37
H 0.44 -0.61 -4.47
H -0.49 0.42 -3.57
H -0.80 -1.28 -3.60
H 0.31 -0.95 -1.36
H 1.29 -1.85 -2.59
H 2.20 0.90 -1.99
H 2.74 -0.29 -3.23
H 4.09 -0.92 0.76
H 3.31 1.33 1.29
H 3.36 1.78 -0.50
H 1.31 0.27 0.69
O -2.34 0.97 -2.36
H -2.85 1.69 -1.98
H -1.40 1.06 -2.44
O -1.49 -0.91 2.75
H -1.91 -1.54 2.12
H -2.09 -1.32 3.40
O 2.24 -0.89 2.62
H 2.53 -1.70 3.09
H 1.24 -0.88 2.62
O -0.65 -3.51 2.42
H -0.58 -4.42 2.12
H -0.93 -3.41 3.33
O -0.01 2.36 2.13
H 0.56 2.13 1.38
H 0.09 1.79 2.89
O -0.56 -1.15 0.32
H 0.33 -1.37 0.58
H -1.10 -0.59 0.90
O -3.61 -0.51 -0.74
H -4.31 -0.69 -1.41
H -2.97 0.02 -1.22
O -1.85 3.79 0.74
H -1.31 3.04 1.10
H -1.49 4.52 1.25
O -3.94 1.93 0.90
H -3.14 2.45 0.95
H -3.71 1.04 0.73
*
```

No. 3
Here is a 2-piece molecular cluster, C4H7NO2 overall at a distorted geometry from the Open Molecules 2025 dataset. Energies are from ωB97M-V/def2-TZVPD.

Output
- ΔE to the lowest compared entry with this formula, charge and spin (kcal per mole) = 193.5
- HOMO-LUMO gap (eV) = 8.83
- LUMO (eV) = 0.76
- SMILES = C=C=N.C=COO

The geometry in ORCA input format:
```
! wB97M-V def2-TZVPD RIJCOSX def2/J DEFGRID3
* xyz 0 1
C -2.14 -0.96 -0.40
C -1.50 0.17 -0.20
N -1.19 1.33 -0.60
H -2.60 -1.15 -1.36
H -2.33 -1.65 0.40
H -1.17 2.13 0.02
C 2.27 0.44 -0.27
C 1.19 0.87 0.36
O 0.12 -0.07 0.86
O 0.47 -1.47 1.00
H 3.23 0.90 -0.08
H 2.30 -0.50 -0.80
H 1.14 1.78 0.94
H 0.20 -1.82 0.13
*
```

No. 4
Here is C9H16IrN6Se4Te as an isolated structure at a distorted geometry from the Open Molecules 2025 dataset. Energies are from ωB97M-V/def2-TZVPD.

Output
- HOMO-LUMO gap (alpha / beta) (eV) = 5.20 / 5.55
- LUMO (alpha / beta) (eV) = -7.71 / -7.91

The geometry in ORCA input format:
```
! wB97M-V def2-TZVPD RIJCOSX def2/J DEFGRID3
* xyz 2 6
Ir 0.28 0.01 -0.57
N 1.18 2.10 0.17
C 1.81 1.88 1.48
C 0.99 0.84 2.25
N 0.97 -0.44 1.53
C 2.23 -1.21 1.55
C 3.08 -0.98 0.28
N 2.22 -1.05 -0.90
H 0.37 2.71 0.28
H 1.83 2.56 -0.46
H 2.83 1.51 1.33
H 1.87 2.80 2.06
H 1.39 0.73 3.26
H -0.03 1.21 2.32
H 0.26 -1.02 1.98
H 2.83 -0.94 2.43
H 1.99 -2.27 1.58
H 3.56 0.00 0.29
H 3.86 -1.74 0.25
H 2.75 -0.78 -1.73
H 1.92 -2.02 -1.04
Se -2.50 -3.16 -1.09
Se -2.69 -5.36 -1.08
Te -0.25 -6.37 -1.02
Se 1.04 -4.53 -0.24
Se -1.03 1.47 -3.98
N -2.53 2.13 -3.40
C -2.83 1.67 -2.19
C -3.91 2.00 -1.35
C -3.90 1.47 -0.08
C -2.87 0.63 0.36
N -1.84 0.29 -0.41
C -1.83 0.80 -1.66
N -0.77 0.55 -2.45
H -4.69 2.66 -1.69
H -4.70 1.69 0.61
H -2.89 0.19 1.35
*
```

No. 5
Here is CaI2 as an isolated structure at a distorted geometry from the Open Molecules 2025 dataset. Energies are from ωB97M-V/def2-TZVPD.

Output
- ΔE to the lowest compared entry with this formula, charge and spin (kcal per mole) = 1.4
- HOMO-LUMO gap (eV) = 7.37
- LUMO (eV) = -1.55

The geometry in ORCA input format:
```
! wB97M-V def2-TZVPD RIJCOSX def2/J DEFGRID3
* xyz 0 1
Ca 10.94 -13.13 -20.25
I 10.73 -14.99 -17.91
I 11.28 -13.91 -22.83
*
```

No. 6
Here is a 2-piece molecular cluster, C2H7OPS overall at a distorted geometry from the Open Molecules 2025 dataset. Energies are from ωB97M-V/def2-TZVPD.

Output
- ΔE to the lowest compared entry with this formula, charge and spin (kcal per mole) = 74.8
- HOMO-LUMO gap (alpha / beta) (eV) = 5.95 / 7.17
- LUMO (alpha / beta) (eV) = 0.79 / -2.48

The geometry in ORCA input format:
```
! wB97M-V def2-TZVPD RIJCOSX def2/J DEFGRID3
* xyz 0 3
C -0.91 1.44 0.69
C 0.38 1.48 0.51
O 1.90 -1.42 0.13
P -0.90 -1.54 -0.50
S 1.01 -1.30 -1.28
H 2.06 -0.44 0.27
H -1.31 0.78 1.55
H -1.50 2.11 -0.05
H 0.91 0.84 1.12
H 0.90 2.25 0.01
H -1.35 -1.31 -1.80
H -1.20 -2.89 -0.63
*
```

No. 7
Here is a 3-piece molecular cluster, H5O3 overall at a distorted geometry from the Open Molecules 2025 dataset. Energies are from ωB97M-V/def2-TZVPD.

Output
- ΔE to the lowest compared entry with this formula, charge and spin (kcal per mole) = 6.3
- HOMO-LUMO gap (eV) = 8.97
- LUMO (eV) = 4.84

The geometry in ORCA input format:
```
! wB97M-V def2-TZVPD RIJCOSX def2/J DEFGRID3
* xyz -1 1
O -1.87 -0.75 -1.21
H -2.41 0.02 -1.32
O 1.60 1.09 1.39
H 0.84 0.53 0.90
H 2.16 1.22 0.67
O 0.36 -0.42 -0.10
H -1.01 -0.46 -0.67
H 0.33 -1.23 0.34
*
```

No. 8
Here is one molecule with the formula C4H6O3S at a distorted geometry from the Open Molecules 2025 dataset. Energies are from ωB97M-V/def2-TZVPD.

Output
- ΔE to the lowest compared entry with this formula, charge and spin (kcal per mole) = 23.0
- HOMO-LUMO gap (eV) = 9.29
- LUMO (eV) = 0.20
- SMILES = C[C@H](OC=O)OC=S

The geometry in ORCA input format:
```
! wB97M-V def2-TZVPD RIJCOSX def2/J DEFGRID3
* xyz 0 1
C -0.56 1.61 0.12
C 0.06 0.31 -0.31
O -0.38 -0.86 0.55
C -1.56 -1.34 0.23
O -2.25 -1.10 -0.74
O 1.41 0.44 -0.11
C 2.21 -0.62 -0.09
S 3.80 -0.63 -0.12
H -0.23 2.43 -0.49
H -0.38 1.83 1.17
H -1.62 1.46 -0.03
H -0.25 0.04 -1.33
H -1.88 -2.02 1.06
H 1.64 -1.55 0.08
*
```